(1)
Density functional theory data (ωB97M-V/def2-TZVPD) for a gas-phase ion, C2H3O2 (charge +1) in a non-equilibrium geometry.

```
7
Properties=species:S:1:pos:R:3:nbo_charge:R:1
C 0.01682 -0.47244 -0.18484 -0.10
C 0.46740 0.85263 0.02343 0.41
O 2.10387 -0.10376 0.48193 -0.16
O 1.32414 -0.07189 -0.65689 -0.05
H 0.22696 -1.26716 0.50186 0.30
H -0.57472 -0.54286 -0.99582 0.27
H 0.35012 1.94207 0.02805 0.33
```

Properties
Total charge: +1
Multiplicity: 1
Energy above the lowest of the compared OMol25 structures with the same formula, charge and spin: 169.20 kcal per mole
Orbital gap (spin up / spin down): 9.75 / 9.77 eV
Highest occupied orbital energy (spin up / spin down): -17.94 / -17.96 eV


(2)
Density functional theory data (ωB97M-V/def2-TZVPD) for C5H7N3 in the gas phase in a non-equilibrium geometry.

```
15
Properties=species:S:1:pos:R:3:nbo_charge:R:1
N -1.42602 -0.87833 -3.30124 -0.31
C -1.57631 -0.99447 -2.11086 0.27
C -1.77077 -0.93029 -0.65212 -0.32
N -0.85210 -0.04543 -0.19693 -0.47
C -0.18507 -0.41676 0.78115 0.27
N 0.66333 0.55421 1.52592 -0.42
C 2.19209 0.51751 0.85019 -0.28
C 1.01953 1.46699 0.54600 -0.25
H -1.73310 -1.83560 -0.04634 0.22
H -2.83020 -0.32909 -0.68980 0.25
H -0.32950 -1.42134 1.28090 0.17
H 1.97788 -0.44205 -0.05532 0.21
H 2.91100 0.67411 1.64698 0.24
H 0.49742 1.39112 -0.41437 0.25
H 1.44182 2.68942 0.83583 0.19
```

Properties
Total charge: 0
Multiplicity: 1
Energy above the lowest of the compared OMol25 structures with the same formula, charge and spin: 145.73 kcal per mole
Orbital gap: 10.48 eV
Highest occupied orbital energy: -9.75 eV
SMILES: N#CC/N=C/N1CC1


(3)
Density functional theory data (ωB97M-V/def2-TZVPD) for C5H4O2 in the gas phase in a non-equilibrium geometry.

```
11
Properties=species:S:1:pos:R:3:nbo_charge:R:1
O -2.08852 -1.08574 1.73705 -0.40
C -1.36336 -0.48901 1.10398 0.67
C 0.88977 -1.25396 -0.64655 -0.42
C 0.69856 0.01536 -1.02639 -0.18
C 0.23240 1.12871 -0.20751 -0.48
C -0.63169 1.13645 0.82476 0.49
O -1.20201 1.72577 1.70468 -0.53
H 0.78024 -1.57515 0.38545 0.19
H 1.19494 -2.01313 -1.36109 0.21
H 0.92581 0.27676 -2.06180 0.21
H 0.56386 2.13394 -0.45258 0.25
```

Properties
Total charge: 0
Multiplicity: 1
Energy above the lowest of the compared OMol25 structures with the same formula, charge and spin: 57.44 kcal per mole
Orbital gap: 8.29 eV
Highest occupied orbital energy: -8.34 eV


(4)
Density functional theory data (ωB97M-V/def2-TZVPD) for C4H8O4 in the gas phase in a non-equilibrium geometry.

```
16
Properties=species:S:1:pos:R:3:nbo_charge:R:1
C 0.67076 0.60468 1.89888 -0.67
C -0.33478 -0.42724 1.49437 -0.02
O -1.43761 0.35435 0.38931 -0.52
C -1.21023 0.30659 -0.87412 0.76
O -1.99148 0.56685 -1.76990 -0.61
C 0.13368 -0.37935 -1.30865 0.28
O 1.16907 0.55946 -1.24329 -0.74
O -0.00369 -0.92941 -2.55769 -0.72
H 1.36405 0.80200 1.08116 0.25
H 1.23358 0.23038 2.75891 0.23
H 0.17541 1.53673 2.15571 0.23
H 0.09021 -1.40097 1.25282 0.20
H -1.14745 -0.58079 2.19924 0.21
H 0.32096 -1.15609 -0.51801 0.12
H 1.75029 0.40453 -1.99985 0.49
H -0.78278 -0.49173 -2.95889 0.50
```

Properties
Total charge: 0
Multiplicity: 1
Energy above the lowest of the compared OMol25 structures with the same formula, charge and spin: 65.57 kcal per mole
Orbital gap: 10.57 eV
Highest occupied orbital energy: -9.92 eV
SMILES: CCOC(=O)C(O)O


(5)
Density functional theory data (ωB97M-V/def2-TZVPD) for a molecular structure, C30H51Cl25FIN3O4P2S2 in a non-equilibrium geometry.

```
119
Properties=species:S:1:pos:R:3:lowdin_charge:R:1
C 4.67400 -0.84605 4.95782 -0.03
C 4.63484 -0.25849 3.73216 -0.23
C 4.04272 -0.94991 2.52475 -0.19
C 2.62731 -0.45736 2.13396 -0.57
S 2.16841 0.98658 3.24892 0.87
N 2.56115 0.17273 0.81312 -0.05
C 3.69492 0.20760 -0.15170 -0.12
C 4.10079 -1.13983 -0.78358 -0.20
C 5.56403 -1.55540 -0.57592 -0.25
C 6.58405 -0.45872 -0.89906 -0.09
C 1.30929 0.34001 0.31827 -0.46
N 0.90134 1.52414 -0.12304 -0.17
P -0.78946 1.67357 -0.77640 0.97
C -1.74617 2.60829 0.47816 -0.25
C -0.67542 2.64026 -2.31869 -0.29
S 1.96752 2.92223 -0.13332 0.61
C 0.93871 4.33482 0.10677 -0.11
O 2.91554 2.89695 0.93192 -0.28
O 2.49470 2.97124 -1.46346 -0.28
N 0.44990 -0.77078 0.25360 -0.17
P 0.84672 -1.45349 -1.30201 0.61
O 1.13104 -3.02293 -1.04832 -0.29
Cl -0.97803 -1.58542 -2.29113 0.32
C 0.19858 -1.41083 1.58252 -0.39
C -0.74779 -0.39123 2.29641 -0.15
C -1.59510 -0.80909 3.51364 -0.18
C -1.52903 0.24177 4.63269 -0.25
O -2.56028 1.22365 4.55234 -0.08
C -0.56441 -2.73167 1.52834 -0.15
C -1.95682 -2.68885 0.83950 -0.19
C -2.17721 -3.90092 -0.07533 -0.24
C -3.35838 -3.77558 -1.06626 -0.26
C -4.46006 -2.81218 -0.62594 -0.11
C 1.58553 -1.62111 2.27801 -0.68
F 2.17304 -2.67592 1.58544 -0.06
I 1.45196 -2.37463 4.29284 1.18
H 5.17692 -1.80697 5.05956 0.07
H 4.20056 -0.43502 5.84461 0.06
H 5.09680 0.71582 3.59555 0.10
H 4.03240 -2.01000 2.77541 0.10
H 4.75682 -0.83410 1.71534 0.08
H 1.88395 0.36177 4.39801 -0.15
H 3.42948 0.89799 -0.94828 0.09
H 4.55339 0.67407 0.32731 0.12
H 3.95070 -1.05564 -1.86242 0.08
H 3.46313 -1.96836 -0.46901 0.09
H 5.71850 -1.98270 0.41464 0.10
H 5.73799 -2.38786 -1.26165 0.11
H 7.53349 -0.91379 -1.17354 0.08
H 6.80914 0.11680 0.00336 0.07
H 6.23715 0.23250 -1.66584 0.08
H -1.11095 2.96934 1.28875 0.04
H -2.21215 3.48874 0.03146 0.05
H -2.50662 1.95881 0.90037 0.03
H -1.11708 2.07455 -3.13336 0.03
H -1.28389 3.53976 -2.18880 0.00
H 0.32618 2.99409 -2.55822 0.03
H -0.00533 4.28924 -0.42068 0.04
H 1.59143 5.14969 -0.19793 0.03
H 0.75019 4.39516 1.17812 0.09
H 0.62691 -3.54474 -1.69450 0.06
H -0.22189 0.53167 2.52995 0.05
H -1.44509 -0.12532 1.49991 0.09
H -2.64856 -0.83303 3.22057 0.12
H -1.37149 -1.76758 3.96768 0.06
H -0.56806 0.76399 4.62995 0.09
H -1.61849 -0.24851 5.60525 0.12
H -3.04810 1.13103 3.72778 0.08
H 0.00483 -3.53206 1.06158 0.10
H -0.73612 -3.08505 2.54039 0.07
H -2.14922 -1.73722 0.34406 0.08
H -2.70306 -2.77783 1.62990 0.11
H -1.26819 -4.19091 -0.60581 0.08
H -2.41235 -4.74577 0.57553 0.06
H -2.99833 -3.54611 -2.06836 0.07
H -3.81579 -4.76680 -1.12902 0.07
H -5.36448 -3.00953 -1.20037 0.03
H -4.18402 -1.77140 -0.80434 0.07
H -4.72048 -2.95307 0.42360 0.08
C 2.90454 -0.61531 -5.38537 -1.54
Cl 2.31943 -2.26151 -5.59573 0.51
Cl 2.18553 0.11516 -3.94132 0.51
Cl 4.66175 -0.57767 -5.28112 0.54
H 2.60297 -0.03610 -6.24850 -0.01
C -2.20280 5.85307 -4.31731 -1.53
Cl -2.90868 4.26296 -4.62502 0.54
Cl -2.90685 6.57239 -2.87262 0.50
Cl -0.44621 5.74251 -4.15698 0.54
H -2.42626 6.48608 -5.16578 0.02
C -8.00789 -4.39497 -2.90066 -1.54
Cl -6.78481 -3.64044 -3.92753 0.53
Cl -7.24728 -5.26766 -1.56920 0.51
Cl -9.14700 -3.19375 -2.29794 0.53
H -8.55567 -5.10863 -3.50129 0.01
C 3.79440 -2.44686 -9.49771 -1.54
Cl 5.07745 -1.68990 -10.43473 0.54
Cl 4.44929 -3.24591 -8.06882 0.51
Cl 2.55972 -1.25582 -9.06334 0.52
H 3.32289 -3.19880 -10.11605 0.01
C 4.56198 6.42177 0.45242 -1.55
Cl 4.83052 6.71861 2.16584 0.55
Cl 3.15775 7.34116 -0.12641 0.54
Cl 5.99007 6.81277 -0.49405 0.55
H 4.34937 5.36765 0.32365 -0.01
C -4.18983 -7.98904 0.49760 -1.53
Cl -5.13362 -7.64574 -0.94992 0.51
Cl -2.53410 -7.40442 0.30671 0.56
Cl -4.94161 -7.26762 1.91997 0.53
H -4.15695 -9.06129 0.63700 0.01
C -6.15712 7.18135 -0.59821 -1.55
Cl -6.13683 7.31530 -2.35381 0.51
Cl -6.56858 5.54100 -0.09726 0.52
Cl -4.60072 7.66963 0.08418 0.50
H -6.91509 7.85105 -0.21460 0.01
C -3.35395 2.29293 7.63151 -1.57
Cl -2.61205 3.88278 7.81940 0.53
Cl -3.23731 1.36504 9.12755 0.53
Cl -5.02763 2.43669 7.10490 0.53
H -2.81692 1.76239 6.85699 -0.03
```

Properties
Total charge: +1
Multiplicity: 1
Orbital gap: 6.37 eV
Highest occupied orbital energy: -10.23 eV


(6)
Density functional theory data (ωB97M-V/def2-TZVPD) for C24H30N2O4 in the gas phase.

```
60
Properties=species:S:1:pos:R:3:nbo_charge:R:1
C -2.58977 -4.51398 0.17775 -0.25
O -2.27554 -3.54940 1.15248 -0.50
C -2.76352 -2.28495 0.99426 0.30
C -2.43029 -1.37482 1.99697 -0.27
C -2.85118 -0.06339 1.91473 -0.20
C -3.61087 0.38175 0.83837 -0.07
C -3.99935 1.83008 0.72030 -0.43
C -3.52907 2.44145 -0.61281 -0.21
N -2.19064 2.03306 -0.97012 -0.45
C -1.06472 2.47302 -0.18600 -0.22
C -0.19585 1.30056 0.30550 -0.33
C 1.19075 1.83911 0.64925 0.71
O 1.62416 2.87595 0.17552 -0.66
N 1.92545 1.11617 1.52495 -0.45
C 1.53796 -0.14894 2.10668 -0.41
C 3.16004 1.70469 2.01201 -0.24
C 4.36849 1.43386 1.10170 -0.07
O 4.60806 0.05423 0.93226 -0.52
C 4.10315 -0.61985 -0.14311 0.39
C 3.43197 -0.05994 -1.22380 -0.35
C 3.00824 -0.87083 -2.26567 -0.18
C 3.23030 -2.23452 -2.24240 -0.25
C 3.89186 -2.79562 -1.16111 -0.19
C 4.32578 -1.99861 -0.12298 -0.28
C -0.11628 0.20850 -0.78030 -0.41
C -0.54783 0.76227 -2.13842 -0.50
C -1.98763 1.21407 -2.02592 0.70
O -2.87362 0.85027 -2.77604 -0.64
C -3.96291 -0.53758 -0.13908 -0.12
C -3.54694 -1.85578 -0.07103 -0.32
H -2.20471 -4.23090 -0.80730 0.18
H -2.10291 -5.43168 0.50411 0.20
H -3.66954 -4.68155 0.11135 0.18
H -1.83614 -1.72131 2.82851 0.22
H -2.58889 0.62592 2.70643 0.21
H -3.56931 2.38495 1.55697 0.20
H -5.08539 1.93704 0.77596 0.22
H -3.58110 3.53411 -0.55613 0.20
H -4.16926 2.10263 -1.42986 0.24
H -1.43178 3.04418 0.66713 0.21
H -0.42604 3.14031 -0.77942 0.23
H -0.64484 0.88091 1.20707 0.24
H 0.98195 0.00060 3.03854 0.19
H 2.43746 -0.72240 2.32606 0.22
H 0.92910 -0.73019 1.42025 0.22
H 3.35634 1.30806 3.00948 0.20
H 3.02570 2.78861 2.06753 0.23
H 5.26341 1.83285 1.58967 0.19
H 4.23565 1.94801 0.14830 0.19
H 3.22452 0.99752 -1.27509 0.23
H 2.49430 -0.42076 -3.10240 0.21
H 2.89255 -2.85508 -3.05805 0.21
H 4.07257 -3.85970 -1.12820 0.21
H 4.85090 -2.41791 0.72120 0.22
H 0.89720 -0.18901 -0.85759 0.24
H -0.78440 -0.61475 -0.51521 0.22
H 0.09029 1.60083 -2.42300 0.22
H -0.48175 -0.00595 -2.90870 0.24
H -4.55639 -0.22541 -0.98388 0.22
H -3.83382 -2.53237 -0.85992 0.22
```

Properties
Total charge: 0
Multiplicity: 1
Energy above the lowest of the compared OMol25 structures with the same formula, charge and spin: 38.39 kcal per mole
Orbital gap: 9.09 eV
Highest occupied orbital energy: -8.45 eV
SMILES: COc1ccc(CCN2C[C@H](C(=O)N(C)CCOc3ccccc3)CCC2=O)cc1